(1)
20
Properties=species:S:1:pos:R:3:forces:R:3 method="wB97M-V/def2-TZVPD" s2=0.75 charge=0 max_force_ev_per_a=4.662 lumo_energy_ev="-1.2 / -1.2" multiplicity=2 de_lowest_kcal_mol=29.7 e_homo_ev="-4.25 / -5.95"
C -1.52718 -0.00997 1.33798 -2.0 1.1 1.3
O -4.49900 -0.68901 0.51996 3.3 -1.0 0.0
H -3.50309 -1.16053 0.35963 -4.0 2.2 0.8
H 1.06145 1.73226 -1.33242 0.0 -0.2 0.0
Mg 1.40582 -0.05407 1.44217 -0.3 -0.2 0.6
C 3.13815 0.01500 -1.21132 0.3 0.0 -0.1
H -0.74992 -0.73390 -0.96107 0.0 0.2 -0.1
H 3.44865 1.06435 -1.31950 0.0 -0.2 0.0
H -1.79083 -1.14407 3.09823 0.2 -0.1 -0.2
Ba -4.43204 1.15733 1.89920 1.5 -2.0 -1.3
H 3.14236 -0.48125 -2.19143 0.0 0.1 0.2
H 3.82619 -0.50468 -0.53648 -0.2 0.2 -0.1
C 0.84878 0.65299 -1.38979 -0.1 0.2 -0.3
C -1.05580 -0.76752 2.36759 -0.2 -0.3 -0.9
H 0.88127 0.33984 -2.44366 0.0 0.1 0.2
O 0.18428 -1.20050 2.47765 0.8 0.3 0.3
O -0.43940 0.56962 0.59620 1.1 -0.1 -0.7
H -1.27683 0.94857 -1.26784 0.1 -0.1 0.1
C -0.49802 0.32590 -0.80050 -0.3 -0.2 0.3
O 1.83515 -0.06038 -0.64460 0.0 -0.2 -0.1


(2)
16
Properties=species:S:1:pos:R:3:forces:R:3 method="wB97M-V/def2-TZVPD" s2=0.75 charge=0 max_force_ev_per_a=5.318 lumo_energy_ev="0.7 / -1.5" multiplicity=2 de_lowest_kcal_mol=29.4 e_homo_ev="-8.35 / -8.89"
H -0.32396 4.05190 -0.78898 0.2 -0.7 0.2
Br 0.01051 -0.04141 -0.05843 0.6 -3.2 -1.9
H 0.70250 1.77646 -2.04096 0.3 0.1 0.3
H 0.76343 0.95811 2.02958 0.6 0.7 -0.6
H -1.14564 2.42168 -0.69650 1.5 1.7 -0.2
C -0.22812 3.00814 -0.41971 0.9 -0.4 -1.0
C 1.11785 1.74062 1.31731 0.8 2.6 1.6
H 2.35582 0.63646 -0.22356 0.0 0.6 0.1
C 1.47032 1.26176 -0.06182 -1.6 -1.4 0.3
H 0.49820 3.84183 1.48069 -0.6 -0.5 -0.2
C 0.02121 2.90745 1.10419 1.6 0.2 0.1
H 1.83062 2.97302 -1.28576 -0.6 -0.6 0.0
Br -2.09978 1.21014 0.56354 -4.7 -2.1 1.3
H 2.02226 2.23089 1.73441 -0.4 -0.3 0.2
H -0.90659 2.65011 1.62967 1.0 0.9 0.1
C 0.99980 2.24180 -1.09122 0.4 2.3 -0.3


(3)
20
Properties=species:S:1:pos:R:3:forces:R:3 method="wB97M-V/def2-TZVPD" charge=0 max_force_ev_per_a=4.147 lumo_energy_ev=0.5 de_lowest_kcal_mol=0.0 e_homo_ev=-8.96 smiles="N[C@@]12C[C@@H](CN1Br)S(=O)(=O)C2"
C 0.98470 0.88282 0.32036 0.2 -0.9 -0.1
O -0.06324 -2.71730 0.08257 -0.7 -1.5 0.9
H -1.04866 -1.12769 2.08218 0.1 -1.2 -0.6
N -1.23981 0.27487 0.58581 -1.0 2.3 -2.6
H -0.83538 -0.65189 -2.09329 0.1 -1.2 0.3
C -0.28872 0.74145 -0.47175 0.3 -1.1 -1.1
N -0.69039 1.90598 -1.17383 -2.1 -1.6 -3.2
C -0.54632 -0.29298 1.62304 1.2 -2.4 2.1
H 1.65898 -0.67897 1.83004 -0.1 0.0 0.0
O 2.20386 -1.95551 -0.61852 -0.5 0.2 0.3
H 1.09593 1.83516 0.81063 -0.2 0.1 0.8
H -1.59817 1.72303 -1.74816 2.2 0.1 1.1
H 1.79432 0.77127 -0.35291 1.0 0.3 -0.7
H -0.49855 0.27563 2.49505 0.1 2.1 1.4
Br -2.68248 -0.61955 -0.08361 -1.0 -0.4 -0.1
H 0.93890 -0.41469 -2.09216 0.3 1.0 -0.7
H -0.96523 2.66534 -0.62860 -0.1 1.3 1.7
S 0.85097 -1.67594 -0.18978 -0.2 1.4 -2.4
C 0.87188 -0.43853 1.11716 0.1 0.3 0.2
C 0.05740 -0.50250 -1.49423 0.2 1.2 2.7


(4)
18
Properties=species:S:1:pos:R:3:forces:R:3 method="wB97M-V/def2-TZVPD" charge=+1 max_force_ev_per_a=3.670 lumo_energy_ev=-3.7 de_lowest_kcal_mol=65.2 e_homo_ev=-13.05 smiles="[H]/N=C(/C)N1C=C(Br)C[NH2+]1"
C 1.63885 -0.69925 -1.16601 -1.2 -2.3 1.0
C 1.64019 0.77269 -1.29201 2.3 -0.8 2.1
H -1.00605 2.01129 1.28244 0.3 0.6 0.3
Br 2.69800 -1.85577 -2.20670 -0.1 0.6 0.4
N -1.60393 1.24085 1.52319 0.4 -2.5 -1.1
H 2.71702 1.10099 -1.33680 -1.3 0.6 0.9
H 1.23482 0.92308 -2.21311 -1.8 1.6 -2.4
C -1.23736 0.11669 0.96195 0.4 3.5 0.9
H 0.12685 2.00776 -0.13654 0.0 -0.1 -1.1
C 0.63021 -1.12614 -0.38947 0.3 1.6 0.3
N -0.12700 0.01868 0.10792 0.9 -0.7 -0.6
H 0.37403 -2.09505 0.00162 -0.1 -0.1 -0.3
H -2.09483 -1.43910 -0.00421 -0.2 -0.8 0.3
N 0.71795 1.16952 -0.08264 -0.2 -0.3 -0.8
H -3.05581 -0.69384 1.34671 0.9 -0.5 -0.6
H 1.18698 1.35225 0.79360 1.2 -0.2 0.5
H -1.79516 -1.72352 1.78817 1.0 -1.9 1.2
C -2.04477 -1.08114 1.02189 -2.8 1.7 -0.9